DFT (wB97M-V/def2-TZVPD) results for 3 unconnected molecules or ions with the total composition C25H47N3O7Si.

## Properties
2S+1   1
LUMO energy   0.45 eV
HOMO   -8.68 eV
SMILES   CC(C)C[Si@](C)(OC#N)OC(=O)c1ccccc1.COCCNCCOC.COCCNCCOC

```
83
C25H47N3O7Si wB97M-V/def2-TZVPD
C 1.5170 3.5737 -1.3001
C 0.4682 3.0317 -2.2820
C -0.0511 1.6796 -1.7084
C -0.7563 3.9599 -2.4920
Si -0.4736 5.7899 -2.2921
C 0.6097 6.5573 -3.5901
O 0.0336 6.1968 -0.7020
C 0.5155 7.3972 -0.6016
N 1.0932 8.3953 -0.5903
O -1.9946 6.5606 -2.4141
C -2.8703 6.0091 -3.2856
O -2.6040 5.8638 -4.4516
C -4.2208 5.6211 -2.7624
C -5.0535 6.6280 -2.2891
C -6.3267 6.3137 -1.8413
C -6.7591 4.9947 -1.8638
C -5.9070 3.9978 -2.3040
C -4.6307 4.2988 -2.7592
H 1.0578 3.9000 -0.3657
H 2.2139 2.7717 -1.0485
H 2.1191 4.3807 -1.7275
H 0.9648 2.7870 -3.2215
H 0.6846 1.2015 -1.0629
H -0.3523 1.0007 -2.5086
H -0.9372 1.8464 -1.0945
H -1.6146 3.6757 -1.8766
H -1.0830 3.8345 -3.5297
H 0.7939 7.6139 -3.3937
H 0.0591 6.5078 -4.5326
H 1.5462 6.0128 -3.7234
H -4.7069 7.6540 -2.2733
H -6.9655 7.1188 -1.5011
H -7.7646 4.7698 -1.5314
H -6.2421 2.9676 -2.3078
H -3.9753 3.5106 -3.1071
C -2.2173 1.1307 1.6833
O -1.0254 0.4684 1.3055
C 0.0316 0.5926 2.2527
C 0.3106 -0.7265 2.9416
N -0.7751 -1.0961 3.8448
C -0.6874 -2.4629 4.3527
C -0.7686 -3.6037 3.3436
O -2.0329 -3.7519 2.7213
C -2.2596 -2.9202 1.5994
H -2.8797 1.1335 0.8179
H -2.7264 0.6175 2.5055
H -2.0195 2.1674 1.9722
H -0.1733 1.3872 2.9758
H 0.9253 0.8784 1.6890
H 1.2370 -0.6388 3.5166
H 0.4689 -1.4783 2.1579
H -1.6565 -0.9901 3.3612
H -1.5095 -2.5914 5.0614
H 0.2410 -2.5631 4.9236
H -0.6043 -4.5332 3.8960
H 0.0261 -3.5520 2.5898
H -1.3387 -2.7171 1.0460
H -2.7302 -1.9769 1.8900
H -2.9538 -3.4395 0.9373
C 5.9578 -6.8345 1.8136
O 5.6034 -6.6762 0.4529
C 4.6204 -7.5967 -0.0078
C 3.3020 -6.9016 -0.2797
N 2.6639 -6.4689 0.9578
C 1.5163 -5.5843 0.7697
C 1.7524 -4.2262 0.1139
O 2.5138 -3.3231 0.8964
C 3.9198 -3.4612 0.7956
H 6.8341 -6.2152 1.9980
H 5.1557 -6.5089 2.4844
H 6.2146 -7.8740 2.0365
H 4.4946 -8.4288 0.6905
H 4.9927 -8.0070 -0.9507
H 2.6349 -7.5949 -0.8004
H 3.5093 -6.0587 -0.9522
H 3.3475 -5.9893 1.5279
H 1.1001 -5.3958 1.7619
H 0.7512 -6.1231 0.2021
H 0.7728 -3.7532 -0.0049
H 2.1738 -4.3103 -0.8947
H 4.2284 -3.7987 -0.1966
H 4.3087 -4.1440 1.5557
H 4.3623 -2.4818 0.9806
```